{"formula": "C53H51BN6NdO5S2", "method": "wB97M-V/def2-TZVPD", "species": ["C", "C", "C", "H", "H", "H", "C", "H", "O", "C", "C", "H", "C", "C", "H", "C", "N", "C", "H", "H", "H", "C", "H", "H", "C", "B", "C", "H", "C", "H", "H", "N", "C", "N", "C", "Nd", "H", "C", "C", "C", "H", "O", "H", "H", "H", "C", "H", "C", "C", "H", "C", "C", "C", "H", "C", "H", "S", "C", "N", "H", "H", "H", "C", "H", "H", "H", "H", "C", "N", "O", "H", "H", "H", "C", "H", "S", "C", "C", "H", "C", "H", "O", "C", "C", "H", "C", "C", "H", "C", "C", "C", "H", "C", "H", "C", "C", "C", "C", "H", "C", "C", "H", "C", "H", "H", "H", "C", "O", "C", "C", "C", "N", "H", "H", "H", "C", "H", "H", "H"], "positions_angstrom": [[-0.478, -4.344, -0.268], [0.828, -4.711, -0.542], [-3.614, 1.114, 4.974], [-1.441, -1.526, 4.641], [1.649, 2.911, -3.209], [-4.739, -3.794, 2.780], [1.805, 5.812, -0.791], [1.818, 3.475, -6.682], [0.499, 0.581, 1.677], [1.111, 0.656, -3.061], [2.199, 3.542, -0.141], [2.801, -1.209, -1.175], [3.000, -3.288, -0.613], [1.513, 0.697, 4.119], [5.216, -0.754, -0.997], [5.260, -4.049, -0.254], [-2.182, -0.462, 1.998], [-0.705, -3.507, 4.263], [-1.381, -6.117, 0.444], [-2.881, 4.339, 5.667], [-0.635, 4.574, -2.568], [0.867, 3.389, 0.207], [4.110, 3.795, 1.760], [1.888, -1.767, 1.975], [-2.349, 3.315, 3.861], [-1.495, -1.846, 0.246], [1.546, 2.489, -6.338], [-3.806, -3.355, -0.823], [-1.407, 3.938, -4.457], [4.770, 2.185, 2.084], [1.175, -5.705, -0.734], [-2.157, -1.281, -1.036], [-1.426, 2.589, -2.472], [-1.686, -0.062, -1.400], [0.477, 5.679, -0.416], [0.625, 0.053, -0.562], [2.798, 0.348, 2.429], [-2.406, 2.127, 3.159], [1.150, 0.982, -4.495], [-1.115, 3.774, -3.111], [-0.192, 6.519, -0.515], [0.884, -0.522, -2.684], [1.211, 1.566, 4.703], [1.313, 1.665, -8.288], [-3.901, -0.715, -3.716], [-4.011, -3.628, 1.988], [3.542, -5.311, -0.139], [0.841, -0.022, -5.413], [-3.552, 2.306, 5.672], [-1.438, -3.992, 4.889], [-2.328, 0.295, -2.518], [3.491, -2.004, -0.867], [-3.232, -0.709, -2.881], [0.494, 2.439, 0.592], [-2.024, 2.919, -5.162], [3.647, 0.819, 3.898], [3.441, 2.236, 0.078], [1.492, 2.263, -4.962], [-2.410, -1.698, 1.489], [2.167, 6.744, -1.194], [5.949, -4.848, -0.025], [-2.516, -4.787, 0.178], [-1.630, -5.276, -0.200], [1.967, -4.215, 2.316], [-2.807, 0.930, -5.080], [-3.303, -3.725, -2.473], [3.711, 4.836, -0.919], [-2.924, 3.409, 5.120], [-0.514, -3.005, -0.092], [2.708, 0.936, 0.187], [-1.856, 4.175, 3.432], [6.789, -2.552, -0.393], [-1.972, 2.032, 2.174], [1.199, -3.631, 2.799], [-1.841, -5.675, -1.192], [0.019, 0.269, 3.065], [4.848, -1.748, -0.791], [5.734, -2.765, -0.470], [0.563, -0.985, -5.016], [-2.037, 1.554, -3.183], [-4.824, -2.880, -2.188], [1.781, 3.266, -4.117], [-3.095, -1.688, -1.915], [1.166, -2.257, 2.620], [-3.238, -4.391, 2.064], [2.671, 4.745, -0.642], [0.252, -4.255, 3.594], [0.657, -0.573, -7.468], [-3.800, -2.990, -1.841], [0.893, 0.214, -6.768], [3.868, 2.736, 1.823], [-2.255, 3.047, -6.207], [1.256, 1.477, -7.226], [-0.698, -0.992, 0.517], [-3.060, -0.237, 2.968], [1.560, -3.519, -0.543], [-3.882, -1.363, 3.115], [2.753, 1.007, 3.298], [-4.098, 0.256, 5.414], [-3.041, 1.013, 3.708], [2.760, 2.464, 2.827], [-3.993, 2.375, 6.655], [0.009, 4.473, 0.083], [1.673, -0.136, 4.795], [-1.222, 2.452, -1.408], [-1.025, 4.376, 0.377], [-3.446, -2.265, 2.164], [1.316, 1.564, -2.179], [3.903, -4.310, -0.322], [0.193, -1.518, 3.271], [-2.341, 1.732, -4.531], [0.735, -2.501, -0.283], [-4.693, -1.501, 3.798], [-4.534, -3.732, 1.038], [1.790, 2.703, 2.389], [-0.718, -2.131, 4.117], [2.887, 3.120, 3.694], [-1.149, 4.862, -4.952], [0.266, -5.327, 3.713]], "e_homo_ev": [-10.35, -10.35], "lumo_energy_ev": [-1.78, -1.78], "orbital_gap_ev": [8.6, 8.6], "spin_multiplicity": 4, "charge": 1}